Density functional theory data (the ωB97M-V functional and the def2-TZVPD basis) for a molecular structure, C2I5O3S in a non-equilibrium geometry.

CARTESIAN COORDINATES (ANGSTROEM)
1 C 0.156 0.982 0.191
2 C 1.421 0.671 -0.021
3 O -1.925 -2.762 -0.214
4 O -1.085 -1.093 1.488
5 O 0.443 -1.976 -0.140
6 S -0.919 -1.763 0.183
7 I -1.380 0.296 -1.135
8 I -0.638 1.761 1.963
9 I -1.076 3.227 -1.962
10 I 2.947 0.992 1.417
11 I 2.055 -0.337 -1.769

Properties
- gap between HOMO and LUMO (eV) = 6.56
- calculated total energy (hartree) = -2188.5925
- F_max (eV/Å) = 3.4
- charge = -1
- E_HOMO (eV) = -4.66